## one
The following is a quantum chemistry calculation of a structure of composition C3H6O2, from OMol25.

ORCA input file:
```
! RIJCOSX wB97M-V def2-TZVPD def2/J DEFGRID3
* xyz 0 1
C -0.4218 -1.0713 1.4548
C 0.2665 0.1165 -0.3721
C -0.1302 1.5361 -1.1579
H -0.7138 -1.9212 1.0355
H -0.6629 -0.5416 2.6002
H 0.8874 -1.2023 1.3897
H 0.4483 1.4729 -2.0968
H 0.2221 2.4776 -0.2462
H -1.1515 1.5558 -1.0706
O -0.4767 0.0834 0.6658
O 0.8121 -0.7495 -0.8108
*
```

The calculation puts the lowest unoccupied orbital energy at 0.79 eV.

Here is what Mulliken gives for the atomic charges, in e:
1. C -0.640
2. C 0.612
3. C -0.922
4. H 0.353
5. H 0.226
6. H 0.214
7. H 0.298
8. H 0.221
9. H 0.341
10. O -0.276
11. O -0.428

## two
The following is a quantum chemistry calculation of the molecule C3H6O2, from OMol25.

ORCA input file:
```
! RIJCOSX wB97M-V def2-TZVPD def2/J DEFGRID3
* xyz 0 1
O -0.6847 -0.5521 1.4679
C 0.3256 0.0056 0.6582
C 0.4440 -0.8663 -0.6038
O -0.3828 0.1409 -1.3243
C -0.1988 1.1029 -0.2684
H -1.4602 -0.6057 0.8889
H 1.1829 0.2241 1.2882
H 1.3327 -1.0337 -1.2062
H 0.0773 -1.8969 -0.3973
H 0.5009 1.9039 -0.5440
H -1.1369 1.5773 0.0409
*
```

The calculation puts the lowest unoccupied orbital energy at 1.02 eV. Its SMILES is OC1COC1.

Here is what Mulliken gives for the atomic charges, in e:
1. O -0.550
2. C -0.009
3. C -0.399
4. O -0.393
5. C -0.401
6. H 0.351
7. H 0.386
8. H 0.268
9. H 0.239
10. H 0.256
11. H 0.254

Stability comparison, relative energies in kcal/mol: one 40.1; two 0.0

## one
The following is a quantum chemistry calculation of a cluster of 2 separate species, C3H6O2 in total, from OMol25.

ORCA input file:
```
! RIJCOSX wB97M-V def2-TZVPD def2/J DEFGRID3
* xyz 0 1
C -1.6160 0.5611 0.1227
C 0.2784 -1.3514 0.6692
O 1.2831 -0.4887 0.8047
C 1.9533 0.0456 -0.3091
O 1.5753 -0.0343 -1.4326
H -1.0097 0.6786 -0.7809
H -2.6469 0.3322 -0.1539
H -1.5673 1.4723 0.7230
H 0.1355 -1.4867 -0.4318
H -1.2548 -0.2620 0.7427
H 2.8690 0.5331 0.0459
*
```

The calculation puts the lowest unoccupied orbital energy at -0.25 eV.

Here is what Mulliken gives for the atomic charges, in e:
1. C -0.921
2. C -0.490
3. O -0.147
4. C 0.201
5. O -0.397
6. H 0.175
7. H 0.313
8. H 0.267
9. H 0.305
10. H 0.314
11. H 0.381

## two
The following is a quantum chemistry calculation of a cluster of 2 separate species, C3H6O2 in total, from OMol25.

ORCA input file:
```
! RIJCOSX wB97M-V def2-TZVPD def2/J DEFGRID3
* xyz 0 1
O 1.8898 -0.1881 0.7885
C 0.7272 -0.1260 1.1420
C -0.2496 0.3374 0.1691
C -1.3027 0.4970 -0.8540
O 0.0935 0.5582 -1.1376
H 0.3809 -0.2726 2.1756
H 0.0778 1.2353 0.9848
H -1.7783 1.4743 -0.9639
H -1.8412 -0.3517 -1.2821
H 1.2737 -1.3591 -0.3780
H 0.7288 -1.8048 -0.6444
*
```

The calculation puts the lowest unoccupied orbital energy at 0.65 eV. Its SMILES is O=C[C@@H]1CO1.[H][H].

Here is what Mulliken gives for the atomic charges, in e:
1. O -0.523
2. C -0.183
3. C 0.164
4. C -0.083
5. O -0.296
6. H 0.351
7. H 0.097
8. H 0.230
9. H 0.225
10. H -0.092
11. H 0.110

Stability comparison, relative energies in kcal/mol: one 0.0; two 34.9

## one
The following is a quantum chemistry calculation of a structure of composition C3H6O2, from OMol25.

ORCA input file:
```
! RIJCOSX wB97M-V def2-TZVPD def2/J DEFGRID3
* xyz 0 1
C 0.2617 1.4057 0.6309
C 0.2207 -0.1063 0.3714
C -0.3608 -0.7431 -0.9077
H -0.9009 1.8355 1.0505
H 0.4450 2.0687 -0.6548
H 1.3351 1.5874 1.4586
H -1.3885 -0.4777 -0.8766
H -0.0347 -0.2809 -1.7889
H 0.0858 -2.2677 0.1514
O 0.6875 -0.8363 1.2585
O -0.3510 -2.1851 -0.6932
*
```

The calculation puts the lowest unoccupied orbital energy at 0.49 eV.

Here is what Mulliken gives for the atomic charges, in e:
1. C -0.876
2. C 0.744
3. C -0.515
4. H 0.256
5. H 0.239
6. H 0.273
7. H 0.286
8. H 0.360
9. H 0.381
10. O -0.604
11. O -0.544

## two
The following is a quantum chemistry calculation of the molecule C3H6O2, from OMol25.

ORCA input file:
```
! RIJCOSX wB97M-V def2-TZVPD def2/J DEFGRID3
* xyz 0 1
C 1.2135 -0.9824 -0.4867
C 1.3193 0.1432 0.2372
O 0.4429 0.5084 1.2163
C -0.9785 0.2988 0.3299
O -2.2829 0.6604 0.5344
H 1.7238 -1.1039 -1.4371
H 0.5937 -1.8140 -0.1646
H 2.0323 0.9157 -0.0730
H -0.9265 -0.7557 0.4924
H -0.5816 0.7971 -0.5393
H -2.5559 1.3325 -0.1095
*
```

The calculation puts the lowest unoccupied orbital energy at 0.53 eV. Its SMILES is C=COCO.

Here is what Mulliken gives for the atomic charges, in e:
1. C -0.640
2. C -0.005
3. O -0.427
4. C -0.111
5. O -0.486
6. H 0.251
7. H 0.280
8. H 0.326
9. H 0.160
10. H 0.279
11. H 0.373

Stability comparison, relative energies in kcal/mol: one 5.9; two 0.0